[1]
The following is a DFT calculation (the ωB97M-V functional and the def2-TZVPD basis) of a 2-piece molecular cluster, C2H8O2 overall in a non-equilibrium geometry.

The geometry in XYZ format:
```
12
Properties=species:S:1:pos:R:3:forces:R:3
C -0.939771 -0.879214 0.062449 0.1 -0.4 -1.0
C 0.581684 -0.828873 0.047573 0.6 1.2 1.0
O 1.190884 -1.934027 0.663144 0.8 -0.8 0.5
H -1.272254 0.066233 -0.398186 -0.1 -0.4 0.2
H -1.428482 -0.982382 1.045870 0.6 0.1 -0.3
H -1.261896 -1.715940 -0.579997 -0.1 0.3 0.3
H 0.872023 0.042676 0.665273 -0.1 0.1 -0.5
H 1.061695 -0.713995 -0.943308 -0.8 0.2 0.0
H 2.135300 -1.707984 0.794957 -0.9 -0.3 -0.1
O -0.700679 2.928590 -0.359113 1.2 -0.2 -0.3
H -0.291055 2.224128 -0.910649 -0.4 0.8 0.6
H 0.052549 3.500787 -0.088013 -0.8 -0.6 -0.3
```
Forces are in eV/Å.

Computed properties:
Kohn-Sham gap: 10.9 eV
SMILES: CCO.O
E_HOMO: -10.214 eV
maximum force: 1.681 eV/Å



[2]
The following is a DFT calculation (the ωB97M-V functional and the def2-TZVPD basis) of a 2-piece molecular cluster, C2H8O2 overall in a non-equilibrium geometry.

The geometry in XYZ format:
```
12
Properties=species:S:1:pos:R:3:forces:R:3
C -1.958067 -0.679725 -0.212797 -0.5 -1.2 -0.5
O -1.250805 0.491484 -0.057919 0.1 0.9 1.3
H -3.015438 -0.514771 -0.178540 -0.6 0.1 0.1
H -1.649757 -1.004972 -1.177948 -0.5 -1.0 -1.3
H -1.680406 -1.520595 0.439623 -0.1 0.4 0.5
H -0.387542 0.103586 -0.171116 1.3 1.0 -0.3
C 1.731810 0.292611 0.824020 0.4 -0.1 1.3
O 1.373553 -0.096708 -0.599862 2.6 6.4 0.1
H 0.938633 -0.214988 1.440111 1.2 0.2 -0.4
H 2.820398 0.000263 1.135587 -2.1 0.0 -0.9
H 1.683428 1.397559 1.214035 -0.3 -1.6 -1.8
H 1.666249 0.918404 -1.106840 -1.5 -4.9 1.8
```
Forces are in eV/Å.

Computed properties:
Kohn-Sham gap: 10.2 eV
SMILES: CO.CO
E_HOMO: -9.684 eV
maximum force: 6.922 eV/Å



[3]
The following is a DFT calculation (the ωB97M-V functional and the def2-TZVPD basis) of a 3-piece molecular cluster, C2H8O3 overall in a non-equilibrium geometry.

The geometry in XYZ format:
```
13
Properties=species:S:1:pos:R:3:forces:R:3
C 1.648568 -1.746312 -0.829100 -0.9 -0.1 0.1
C 0.769729 -1.174524 -0.017933 0.8 0.7 0.5
O 1.218264 -0.295122 0.931108 0.2 0.0 0.0
H 1.289949 -2.437296 -1.557805 -0.1 -0.4 -0.4
H 2.689425 -1.536783 -0.776847 0.6 0.2 0.1
H -0.294770 -1.340082 -0.030236 -0.1 -0.1 -0.1
H 0.502777 0.201540 1.347080 -0.3 -0.3 -0.3
O -1.537345 0.277640 1.230481 -0.7 0.3 0.1
H -1.991285 0.828711 0.575985 0.5 0.1 -0.2
H -2.129694 0.351476 1.988010 0.2 -0.2 0.1
O -1.211442 2.247044 -1.229483 -0.7 0.1 1.1
H -0.357510 2.567807 -1.519152 0.0 -0.4 -0.6
H -1.701888 1.739415 -1.879524 0.7 0.2 -0.5
```
Forces are in eV/Å.

Computed properties:
Kohn-Sham gap: 8.9 eV
SMILES: C=CO.O.O
E_HOMO: -8.459 eV
maximum force: 1.290 eV/Å



[4]
The following is a DFT calculation (the ωB97M-V functional and the def2-TZVPD basis) of a 3-piece molecular cluster, C2H8O4 overall in a non-equilibrium geometry.

The geometry in XYZ format:
```
14
Properties=species:S:1:pos:R:3:forces:R:3
C -2.007154 0.360002 0.771377 -0.6 0.4 0.5
C -0.955476 0.533874 -0.289981 -1.4 1.4 0.4
O -0.460769 -0.286670 -0.993185 0.7 -0.9 -0.2
O -0.856509 1.868256 -0.553146 0.7 -0.8 0.1
H -2.265041 -0.637870 1.105800 0.3 -0.2 -0.5
H -2.859253 0.840020 0.285251 -0.3 -0.4 0.0
H -1.923449 0.973319 1.671818 0.7 0.1 -0.2
H -0.252961 1.910780 -1.319111 -0.1 0.6 -0.1
O 0.572951 3.091176 -2.750916 0.4 -1.3 -1.1
H 1.207307 3.648901 -2.320344 0.4 0.6 0.5
H 1.141983 2.557266 -3.356861 -0.8 0.5 0.6
O 2.907862 -5.280695 2.410123 1.4 -0.8 -1.0
H 2.170918 -4.983075 2.896144 -1.2 0.7 0.9
H 3.579589 -4.595283 2.443030 -0.1 0.1 0.1
```
Forces are in eV/Å.

Computed properties:
Kohn-Sham gap: 10.9 eV
SMILES: CC(=O)O.O.O
E_HOMO: -10.410 eV
maximum force: 2.001 eV/Å



[5]
The following is a DFT calculation (the ωB97M-V functional and the def2-TZVPD basis) of a 3-piece molecular cluster, C2H8O5 overall.

The geometry in XYZ format:
```
15
Properties=species:S:1:pos:R:3:forces:R:3
O -0.990244 1.156080 -0.604155 -0.2 -0.2 -0.6
C -0.709444 1.610600 0.476575 0.0 -0.2 0.0
O 0.407376 2.217000 0.789975 0.2 0.2 0.4
O -1.524084 1.524170 1.530275 -0.1 0.4 0.5
H 1.154766 1.868020 0.230685 -0.5 -0.1 0.1
H -2.381314 1.156830 1.271695 0.3 0.0 -0.3
C -0.404094 -1.921320 -0.323965 -0.1 -0.2 0.1
O 0.219686 -1.172560 -1.342055 0.2 0.2 -0.5
H -1.407694 -2.236060 -0.621525 0.0 0.0 0.0
H 0.207626 -2.806660 -0.157735 -0.1 0.0 0.0
H -0.471644 -1.355050 0.608915 0.0 0.0 0.1
H -0.314164 -0.375720 -1.496935 0.0 -0.1 0.1
O 2.112026 0.486730 -0.191995 0.3 0.2 -0.2
H 2.515486 0.005850 0.535735 0.0 0.0 0.0
H 1.585716 -0.157910 -0.705495 -0.1 -0.2 0.1
```
Forces are in eV/Å.

Computed properties:
Kohn-Sham gap: 11.3 eV
SMILES: O=C(O)O.CO.O
E_HOMO: -10.749 eV
maximum force: 0.707 eV/Å



[6]
The following is a DFT calculation (the ωB97M-V functional and the def2-TZVPD basis) of a 2-piece molecular cluster, C2H8OS overall.

The geometry in XYZ format:
```
12
Properties=species:S:1:pos:R:3:forces:R:3
C 1.911522 0.743785 1.260109 -0.1 0.0 -0.2
C 2.476481 0.217694 2.567665 0.4 -0.3 0.1
O 1.462141 -0.041350 3.539595 -0.3 0.8 0.0
H 1.176821 0.030902 0.849484 0.3 0.3 0.1
H 2.719540 0.880606 0.521874 -0.3 0.0 0.2
H 1.410602 1.713842 1.417254 0.2 -0.3 -0.1
H 2.975821 -0.757419 2.408675 -0.2 0.5 0.1
H 3.230387 0.919789 2.972814 -0.2 -0.3 -0.1
H 1.001808 0.804862 3.719603 0.4 -0.8 -0.1
S 0.091349 -3.628036 1.843800 0.1 0.0 0.2
H 0.322462 -2.554699 2.622419 0.0 -0.1 -0.1
H 0.598095 -4.469509 2.764039 -0.1 0.1 -0.1
```
Forces are in eV/Å.

Computed properties:
Kohn-Sham gap: 10.5 eV
SMILES: CCO.S
E_HOMO: -9.589 eV
maximum force: 0.846 eV/Å